Entry 1:
{
  "formula": "C20H23ClN3O",
  "method": "the ωB97M-V functional and the def2-TZVPD basis",
  "e_tot_ha": -1475.3920,
  "relative_energy_kcal_mol": 0.9,
  "orbital_gap_ev": 8.31,
  "charge": 1,
  "e_homo_ha": -0.4343,
  "smiles": "CCN(CC)Cc1cc([NH2+]c2ccnc3cc(Cl)ccc23)ccc1O",
  "symbols": ["C", "C", "N", "C", "C", "C", "C", "C", "C", "N", "C", "C", "C", "N", "C", "C", "C", "Cl", "C", "C", "C", "C", "C", "C", "O", "H", "H", "H", "H", "H", "H", "H", "H", "H", "H", "H", "H", "H", "H", "H", "H", "H", "H", "H", "H", "H", "H", "H"],
  "xyz": [[2.265, -2.946, -1.711], [3.468, -2.059, -1.420], [3.379, -1.380, -0.129], [4.686, -0.890, 0.318], [5.515, -2.006, 0.944], [2.321, -0.377, -0.106], [0.979, -0.931, 0.318], [-0.184, -0.312, -0.103], [-1.419, -0.757, 0.344], [-2.640, -0.065, -0.106], [-2.834, 1.287, 0.478], [-2.396, 1.548, 1.746], [-2.598, 2.847, 2.258], [-3.175, 3.796, 1.589], [-3.621, 3.559, 0.345], [-4.253, 4.611, -0.345], [-4.732, 4.412, -1.615], [-5.509, 5.681, -2.467], [-4.596, 3.158, -2.242], [-3.986, 2.120, -1.596], [-3.478, 2.281, -0.289], [-1.521, -1.820, 1.226], [-0.370, -2.450, 1.647], [0.888, -2.025, 1.205], [1.956, -2.674, 1.639], [2.128, -3.679, -0.919], [2.434, -3.479, -2.643], [1.352, -2.364, -1.812], [3.588, -1.323, -2.232], [4.361, -2.684, -1.402], [5.239, -0.431, -0.513], [4.524, -0.120, 1.077], [6.451, -1.594, 1.310], [5.749, -2.787, 0.226], [4.984, -2.453, 1.781], [2.587, 0.399, 0.622], [2.217, 0.123, -1.082], [-0.125, 0.531, -0.777], [-3.448, -0.654, 0.138], [-2.625, 0.043, -1.129], [-1.902, 0.797, 2.341], [-2.264, 3.093, 3.256], [-4.346, 5.559, 0.158], [-4.985, 3.028, -3.239], [-3.915, 1.171, -2.113], [-2.484, -2.159, 1.577], [-0.412, -3.284, 2.327], [2.748, -2.342, 1.117]],
  "nbo_charge": [-0.622, -0.213, -0.481, -0.208, -0.615, -0.245, -0.086, -0.166, 0.030, -0.515, 0.152, -0.250, 0.071, -0.377, 0.241, -0.220, -0.017, 0.069, -0.193, -0.205, -0.142, -0.210, -0.245, 0.361, -0.670, 0.218, 0.230, 0.199, 0.177, 0.212, 0.187, 0.200, 0.229, 0.209, 0.211, 0.228, 0.197, 0.218, 0.449, 0.444, 0.248, 0.215, 0.257, 0.245, 0.198, 0.225, 0.247, 0.513]
}



Entry 2:
{
  "formula": "C44H51BO21",
  "method": "the ωB97M-V functional and the def2-TZVPD basis",
  "e_tot_ha": -3311.8425,
  "relative_energy_kcal_mol": 173.0,
  "orbital_gap_ev": 7.89,
  "e_homo_ha": -0.3556,
  "smiles": "O=C1C=C(O)C(=O)C=C1O.O=C1C=C(O)C(=O)C=C1O.O=C1C=C(O)C(=O)C=C1O.O=C1C=C(O)C(=O)C=C1O.O=C1C=C(O)C(=O)C=C1O.CCCCCCCCCCCBOCCC",
  "symbols": ["O", "C", "C", "C", "O", "C", "O", "C", "C", "O", "H", "H", "H", "H", "O", "C", "C", "C", "O", "C", "O", "C", "C", "O", "H", "H", "H", "H", "O", "C", "C", "C", "O", "C", "O", "C", "C", "O", "H", "H", "H", "H", "O", "C", "C", "C", "O", "C", "O", "C", "C", "O", "H", "H", "H", "H", "O", "C", "C", "C", "O", "C", "O", "C", "C", "O", "H", "H", "H", "H", "C", "C", "C", "C", "C", "C", "C", "C", "C", "C", "C", "B", "O", "C", "C", "C", "H", "H", "H", "H", "H", "H", "H", "H", "H", "H", "H", "H", "H", "H", "H", "H", "H", "H", "H", "H", "H", "H", "H", "H", "H", "H", "H", "H", "H", "H", "H"],
  "xyz": [[-4.367, -2.067, -3.234], [-3.702, -1.103, -3.595], [-4.131, -0.218, -4.690], [-3.375, 0.814, -5.069], [-3.774, 1.650, -6.096], [-2.075, 1.105, -4.406], [-1.393, 2.050, -4.789], [-1.657, 0.235, -3.295], [-2.415, -0.794, -2.913], [-2.030, -1.615, -1.868], [-5.078, -0.443, -5.165], [-3.058, 2.317, -6.181], [-0.718, 0.470, -2.810], [-2.743, -2.285, -1.787], [0.628, 1.791, -2.651], [1.472, 2.308, -1.927], [2.856, 1.816, -1.859], [3.746, 2.392, -1.047], [5.050, 1.936, -0.980], [3.371, 3.545, -0.183], [4.206, 4.041, 0.566], [1.993, 4.053, -0.269], [1.105, 3.479, -1.083], [-0.191, 3.952, -1.171], [3.114, 0.976, -2.490], [5.494, 2.514, -0.322], [1.740, 4.903, 0.351], [-0.638, 3.371, -1.825], [4.716, -1.809, -2.662], [5.707, -2.042, -1.979], [6.106, -1.182, -0.854], [7.200, -1.455, -0.141], [7.579, -0.653, 0.919], [8.056, -2.631, -0.458], [9.066, -2.846, 0.203], [7.645, -3.505, -1.568], [6.548, -3.234, -2.279], [6.154, -4.052, -3.322], [5.476, -0.329, -0.636], [8.402, -1.058, 1.272], [8.267, -4.366, -1.776], [5.335, -3.644, -3.678], [2.770, 6.490, 0.376], [3.436, 7.455, 0.015], [3.007, 8.339, -1.080], [3.763, 9.371, -1.460], [3.364, 10.208, -2.486], [5.063, 9.662, -0.796], [5.745, 10.607, -1.179], [5.481, 8.793, 0.315], [4.723, 7.763, 0.697], [5.108, 6.943, 1.741], [2.060, 8.114, -1.555], [4.080, 10.874, -2.572], [6.420, 9.027, 0.800], [4.395, 6.272, 1.823], [10.258, 4.222, 5.425], [9.812, 4.823, 4.454], [10.683, 5.362, 3.397], [10.167, 6.026, 2.361], [10.979, 6.533, 1.362], [8.700, 6.249, 2.238], [8.257, 6.879, 1.284], [7.828, 5.690, 3.282], [8.343, 5.022, 4.316], [7.529, 4.492, 5.300], [11.747, 5.195, 3.500], [10.370, 6.971, 0.728], [6.762, 5.844, 3.171], [8.138, 4.059, 5.937], [-5.265, -2.242, 2.745], [-4.655, -1.557, 1.355], [-5.744, -0.582, 0.585], [-6.701, -1.417, -0.486], [-8.233, -1.544, 0.086], [-8.892, -3.052, -0.058], [-7.910, -4.241, 0.524], [-8.775, -5.344, 1.404], [-7.706, -6.157, 2.344], [-6.533, -6.963, 1.529], [-5.461, -7.522, 2.636], [-4.101, -6.617, 2.814], [-3.206, -6.139, 1.744], [-2.897, -7.184, 0.756], [-3.383, -6.591, -0.716], [-3.759, -4.972, -0.617], [-6.451, -2.311, 2.724], [-4.791, -3.295, 2.953], [-5.004, -1.487, 3.616], [-3.668, -0.993, 1.683], [-4.339, -2.456, 0.670], [-5.172, 0.245, -0.049], [-6.450, -0.035, 1.358], [-6.202, -2.454, -0.772], [-6.715, -0.781, -1.474], [-8.293, -1.203, 1.211], [-8.907, -0.813, -0.544], [-9.186, -3.321, -1.177], [-9.866, -3.054, 0.602], [-7.092, -3.800, 1.263], [-7.364, -4.839, -0.332], [-9.460, -6.035, 0.740], [-9.517, -4.733, 2.110], [-7.232, -5.371, 3.091], [-8.316, -6.929, 2.994], [-7.056, -7.924, 1.052], [-6.065, -6.374, 0.632], [-5.105, -8.639, 2.434], [-6.031, -7.525, 3.683], [-3.820, -6.281, 3.930], [-3.320, -8.246, 1.001], [-1.711, -7.307, 0.718], [-4.276, -7.233, -1.145], [-2.492, -6.675, -1.503], [-4.052, -4.513, -1.678], [-2.814, -4.406, -0.168], [-4.685, -4.759, 0.083]],
  "mulliken_charge": [-0.546, 0.900, -1.064, 0.351, -0.572, 0.878, -0.650, -0.517, 0.054, -0.594, 0.441, 0.344, 0.787, 0.231, -0.514, 0.719, -1.053, 0.372, -0.545, 1.085, -0.602, -0.960, 0.396, -0.613, 0.555, 0.300, 0.516, 0.323, -0.631, 0.976, -0.781, 0.368, -0.555, 0.806, -0.617, -0.900, 0.379, -0.571, 0.403, 0.351, 0.410, 0.352, -0.584, 0.987, -1.059, 0.397, -0.572, 0.869, -0.613, -0.729, 0.101, -0.450, 0.468, 0.346, 0.464, 0.309, -0.617, 0.766, -0.880, 0.311, -0.578, 0.938, -0.601, -0.781, 0.369, -0.579, 0.410, 0.350, 0.557, 0.348, -0.797, 0.273, -0.903, 0.272, -0.825, -0.712, 0.377, -0.835, -0.650, 0.294, -0.815, 0.577, -0.571, -0.274, -0.531, -0.217, 0.213, 0.051, 0.383, 0.365, -0.358, 0.242, 0.382, -0.073, 0.304, 0.275, 0.283, 0.269, 0.297, -0.317, 0.213, 0.256, 0.350, 0.213, 0.363, 0.280, -0.284, 0.212, 0.254, -0.135, 0.150, 0.326, 0.233, 0.354, 0.097, 0.245, -0.067]
}



Entry 3:
{
  "formula": "C5H9N",
  "method": "the ωB97M-V functional and the def2-TZVPD basis",
  "e_tot_ha": -250.5276,
  "relative_energy_kcal_mol": 35.3,
  "orbital_gap_ev": [4.01, 6.91],
  "charge": -1,
  "e_homo_ha": [0.0114, -0.0982],
  "multiplicity": 2,
  "symbols": ["C", "C", "N", "C", "C", "C", "H", "H", "H", "H", "H", "H", "H", "H", "H"],
  "xyz": [[2.810, -0.617, 0.486], [1.643, 0.085, 0.507], [0.704, 0.035, -0.465], [-0.558, 0.841, -0.518], [-2.557, -0.444, 0.339], [-1.768, 0.006, -0.698], [2.808, -1.579, -0.010], [3.707, -0.304, 1.001], [1.218, 0.588, 1.372], [0.817, -0.607, -1.226], [-0.558, 1.315, 0.472], [-0.470, 1.651, -1.245], [-3.630, -0.281, 0.464], [-2.002, -0.744, 1.244], [-2.165, 0.056, -1.723]],
  "lowdin_spin": [0.003, 0.013, 0.030, 0.110, 0.362, 0.311, 0.000, 0.000, 0.004, 0.016, 0.012, 0.020, 0.054, 0.040, 0.024]
}



Entry 4:
{
  "formula": "C7H14F6IrN5O4PS2Se",
  "method": "the ωB97M-V functional and the def2-TZVPD basis",
  "e_tot_ha": -5092.1627,
  "relative_energy_kcal_mol": 0.0,
  "orbital_gap_ev": [8.87, 6.51],
  "charge": 1,
  "e_homo_ha": [-0.4205, -0.4844],
  "multiplicity": 5,
  "symbols": ["Ir", "F", "C", "F", "F", "S", "O", "O", "N", "S", "O", "O", "C", "F", "F", "F", "N", "N", "H", "H", "H", "H", "C", "P", "C", "C", "H", "H", "H", "H", "H", "H", "H", "H", "H", "N", "C", "H", "Se", "C", "N"],
  "xyz": [[-0.729, -0.174, -0.425], [2.657, -1.589, 3.503], [1.649, -0.779, 3.774], [1.871, -0.145, 4.904], [0.519, -1.500, 3.868], [1.410, 0.406, 2.367], [0.970, -0.479, 1.280], [2.626, 1.109, 2.159], [0.208, 1.261, 2.929], [-0.977, 1.512, 1.949], [-1.872, 0.374, 1.785], [-0.588, 2.104, 0.681], [-1.975, 2.749, 2.891], [-1.297, 3.868, 3.043], [-2.286, 2.227, 4.066], [-3.079, 2.983, 2.192], [-2.657, -2.330, 0.691], [-1.257, -2.114, 0.804], [-3.137, -1.547, 1.112], [-2.949, -3.193, 1.131], [-0.764, -2.965, 0.567], [-0.953, -1.793, 1.721], [1.808, -1.765, -2.506], [1.257, -0.134, -1.906], [2.728, 0.556, -1.095], [1.143, 0.899, -3.401], [2.741, -1.659, -3.060], [1.058, -2.199, -3.167], [1.970, -2.432, -1.659], [3.533, 0.643, -1.825], [3.047, -0.075, -0.268], [2.496, 1.542, -0.692], [2.098, 0.868, -3.927], [0.936, 1.929, -3.105], [0.359, 0.557, -4.069], [-2.441, 2.025, -1.887], [-2.137, 1.015, -1.418], [-2.695, 2.911, -2.282], [-1.963, -2.201, -2.137], [-1.737, -1.468, -3.771], [-1.590, -0.998, -4.818]],
  "lowdin_spin": [2.189, 0.000, 0.004, 0.002, 0.000, 0.010, 0.067, 0.003, 0.001, 0.013, 0.053, 0.075, 0.002, 0.001, 0.001, 0.001, 0.036, 0.119, 0.000, 0.004, 0.004, 0.004, 0.018, 0.094, 0.020, 0.013, 0.003, 0.004, 0.000, 0.004, 0.000, 0.001, 0.003, 0.000, 0.000, 0.048, 0.124, 0.002, 0.822, 0.090, 0.164]
}



Entry 5:
{
  "formula": "C5H14Br4NO2V",
  "method": "the ωB97M-V functional and the def2-TZVPD basis",
  "e_tot_ha": -11644.3272,
  "relative_energy_kcal_mol": 34.2,
  "orbital_gap_ev": [5.78, 5.83],
  "charge": -1,
  "e_homo_ha": [-0.1701, -0.1719],
  "multiplicity": 2,
  "symbols": ["O", "V", "C", "N", "C", "C", "C", "C", "O", "H", "H", "H", "H", "H", "H", "H", "H", "H", "H", "H", "H", "H", "H", "Br", "Br", "Br", "Br"],
  "xyz": [[-1.350, 2.905, 1.590], [-2.848, 3.421, 1.952], [0.857, 0.252, 0.612], [0.306, -0.787, -0.291], [-0.966, -1.373, 0.334], [-0.040, -0.160, -1.603], [1.296, -1.901, -0.435], [2.726, -1.571, -0.754], [2.821, -0.870, -1.991], [0.118, 1.017, 0.832], [1.634, 0.857, 0.141], [1.240, -0.147, 1.547], [-1.193, -2.170, -0.371], [-1.687, -0.565, 0.277], [-0.737, -1.705, 1.340], [0.809, 0.459, -1.886], [-0.918, 0.465, -1.440], [-0.190, -0.886, -2.397], [0.862, -2.609, -1.142], [1.271, -2.391, 0.542], [3.253, -2.525, -0.826], [3.183, -0.998, 0.057], [3.674, -1.084, -2.380], [-3.833, 1.833, -0.241], [-2.355, 5.375, 0.040], [-2.628, 0.968, 3.547], [-5.306, 4.191, 2.947]],
  "lowdin_spin": [-0.318, 1.397, 0.000, 0.000, 0.000, 0.000, 0.000, 0.000, 0.000, 0.000, 0.000, 0.000, 0.000, 0.000, 0.000, 0.000, 0.000, 0.000, 0.000, 0.000, 0.000, 0.000, 0.000, -0.042, -0.018, -0.014, -0.005]
}



Entry 6:
{
  "formula": "C19H37AlBeCl10F2IKO14P2S",
  "method": "the ωB97M-V functional and the def2-TZVPD basis",
  "e_tot_ha": -8835.4141,
  "orbital_gap_ev": 1.27,
  "charge": 2,
  "e_homo_ha": -0.4703,
  "symbols": ["C", "C", "C", "C", "C", "P", "F", "C", "O", "O", "O", "C", "C", "C", "C", "I", "C", "P", "O", "Cl", "O", "H", "H", "H", "H", "H", "H", "H", "H", "H", "H", "H", "H", "H", "H", "H", "H", "H", "H", "H", "H", "H", "H", "H", "H", "K", "F", "Be", "C", "C", "O", "S", "O", "O", "O", "H", "H", "H", "H", "O", "Cl", "O", "O", "O", "Al", "C", "C", "C", "O", "C", "H", "H", "H", "H", "H", "H", "H", "H", "C", "Cl", "Cl", "Cl", "Cl", "Cl", "C", "Cl", "Cl", "Cl", "H"],
  "xyz": [[7.176, -1.907, -1.949], [5.774, -1.181, -2.141], [4.914, -2.077, -3.180], [4.971, -1.085, -0.779], [4.453, 0.374, -0.546], [2.794, 0.518, -1.439], [3.247, -0.394, -2.863], [1.921, 1.706, -0.128], [2.288, 3.033, -0.465], [1.210, 3.655, -1.054], [2.107, -0.908, -0.826], [1.178, -1.551, -1.730], [0.211, -2.273, -0.736], [-0.703, -3.378, -1.392], [-2.203, -2.858, -1.280], [-3.420, -3.663, -2.877], [0.597, -0.350, -2.615], [0.175, -0.651, -4.459], [1.515, -1.488, -5.284], [0.044, 1.271, -5.406], [1.347, 0.876, -2.399], [7.807, -1.427, -1.170], [6.921, -2.972, -1.701], [7.692, -1.964, -2.942], [5.995, -0.166, -2.567], [4.620, -1.395, -4.010], [5.474, -2.980, -3.509], [3.980, -2.348, -2.636], [4.195, -1.875, -0.721], [5.704, -1.326, 0.045], [4.305, 0.532, 0.559], [5.168, 1.190, -0.825], [3.455, 1.640, -2.129], [2.181, 1.434, 0.923], [0.821, 1.607, -0.306], [1.551, 4.125, -1.841], [1.584, -2.324, -2.430], [-0.428, -1.532, -0.183], [0.873, -2.730, 0.058], [-0.421, -3.653, -2.433], [-0.628, -4.285, -0.740], [-2.192, -1.744, -1.344], [-2.588, -3.132, -0.268], [-0.409, -0.141, -2.159], [2.184, -0.827, -5.594], [2.182, 1.684, -3.923], [4.414, -2.799, -5.314], [2.746, -2.648, -6.163], [-6.476, -1.807, 1.170], [-6.182, -1.541, 2.634], [-4.859, -0.955, 2.642], [-4.642, -0.092, 1.317], [-4.904, 1.277, 1.617], [-3.431, -0.525, 0.681], [-5.895, -0.665, 0.474], [-5.976, -2.708, 0.817], [-7.543, -1.879, 0.963], [-6.207, -2.445, 3.232], [-6.876, -0.809, 3.054], [-3.554, 3.778, -3.855], [-2.255, 3.715, -3.243], [-2.149, 4.727, -2.225], [-1.233, 3.924, -4.242], [-2.077, 2.401, -2.635], [-4.690, 0.788, -1.080], [-3.690, 2.034, 4.809], [-3.096, 0.697, 5.201], [-2.495, 1.010, 6.560], [-3.304, 2.034, 7.140], [-4.181, 2.564, 6.143], [-4.481, 1.962, 4.064], [-2.906, 2.686, 4.414], [-3.892, -0.046, 5.305], [-2.364, 0.315, 4.487], [-1.475, 1.402, 6.466], [-2.473, 0.143, 7.223], [-5.195, 2.209, 6.365], [-4.177, 3.654, 6.194], [1.484, -3.264, 3.168], [1.996, -2.344, 1.736], [0.185, -4.381, 2.709], [2.855, -4.179, 3.803], [0.893, -2.143, 4.405], [-7.814, -3.858, 1.979], [1.266, 6.827, 0.670], [-0.430, 7.282, 0.505], [2.229, 7.523, -0.643], [1.899, 7.331, 2.240], [1.336, 5.747, 0.606]],
  "mulliken_charge": [-1.639, 0.652, -0.886, -0.745, -0.699, 0.127, -0.094, -0.672, -0.219, -0.114, 0.440, 0.147, -0.641, -0.879, -0.594, 0.030, 0.281, 0.018, -0.326, -0.182, -0.536, 0.386, 0.406, 0.385, 0.352, -0.023, 0.458, -0.029, 0.190, 0.521, 0.360, 0.477, -0.137, 0.552, 0.411, 0.305, 0.218, 0.627, -0.484, 0.541, 0.331, -0.043, 0.503, 0.135, 0.460, 1.111, -0.378, 0.905, -1.072, -0.241, -0.227, 0.943, -0.476, -0.238, -0.171, 0.528, 0.446, 0.501, 0.297, -0.643, 1.629, -0.575, -0.685, -0.543, 0.604, -0.320, -0.247, -0.453, -0.334, -0.475, 0.184, 0.252, 0.098, 0.344, 0.264, 0.300, 0.280, 0.305, 0.303, -0.104, -0.113, -0.086, -0.089, -0.207, 0.507, -0.101, -0.140, -0.118, -0.134]
}